--- one ---
{"formula": "C5H8NO", "method": "ωB97M-V/def2-TZVPD", "lumo_energy_ev": [-6.39, -6.39], "multiplicity": 1, "gap_ev": [8.80, 8.80], "charge": 1, "symbols": ["C", "C", "C", "C", "C", "N", "O", "H", "H", "H", "H", "H", "H", "H", "H"], "xyz": [[0.930, 0.087, -0.919], [1.485, 0.048, -2.222], [0.302, 0.252, 1.752], [-0.784, -0.623, 1.206], [-1.773, -0.037, 0.256], [0.608, -0.767, 0.733], [1.980, 0.778, -1.044], [1.940, -0.966, -2.455], [1.330, 0.835, -2.979], [0.464, 1.402, 1.548], [0.749, 0.036, 2.639], [-1.338, -1.502, 1.642], [-2.294, -0.846, -0.346], [-1.261, 0.519, -0.655], [-2.338, 0.783, 0.842]], "nbo_charge": [0.658, -0.173, -0.273, -0.136, -0.611, -0.173, -0.327, 0.261, 0.271, 0.251, 0.242, 0.287, 0.257, 0.197, 0.268]}

--- two ---
{"formula": "C5H8NO", "method": "ωB97M-V/def2-TZVPD", "lumo_energy_ev": -3.47, "multiplicity": 1, "gap_ev": 10.82, "charge": 1, "symbols": ["C", "C", "C", "C", "C", "N", "O", "H", "H", "H", "H", "H", "H", "H", "H"], "xyz": [[-1.045, -0.299, -0.227], [-2.222, -0.634, -0.724], [0.249, 0.926, 1.112], [0.262, 0.269, -0.272], [1.508, -0.344, -0.920], [-0.305, -0.389, 0.993], [1.301, 1.202, 1.815], [-3.049, -1.089, 0.005], [-2.366, -0.638, -1.829], [-1.036, 1.989, 1.180], [1.118, -0.872, -1.714], [1.793, -1.042, -0.031], [2.229, 0.427, -1.056], [-0.072, -1.333, 1.318], [2.084, 1.674, 1.460]], "nbo_charge": [0.103, -0.345, 0.383, 0.132, -0.609, -0.419, -0.675, 0.270, 0.268, 0.149, 0.253, 0.233, 0.253, 0.459, 0.546]}

--- three ---
{"formula": "C5H8NO", "method": "ωB97M-V/def2-TZVPD", "lumo_energy_ev": -4.15, "multiplicity": 1, "gap_ev": 10.70, "charge": 1, "symbols": ["C", "C", "C", "C", "C", "N", "O", "H", "H", "H", "H", "H", "H", "H", "H"], "xyz": [[-0.346, 0.695, 2.373], [-1.738, 0.477, -1.070], [-0.984, -0.218, 1.937], [-0.511, 0.250, -0.778], [1.402, -1.165, -0.959], [0.710, 0.046, -0.602], [1.539, 0.953, -0.017], [0.206, 1.499, 2.767], [1.071, 1.752, 0.279], [-2.016, 0.891, -2.033], [-2.559, 0.271, -0.399], [-1.548, -1.055, 1.639], [2.125, -1.387, -0.173], [1.946, -1.019, -1.895], [0.702, -1.991, -1.069]], "nbo_charge": [-0.209, -0.366, -0.268, 0.396, -0.435, 0.007, -0.466, 0.248, 0.511, 0.289, 0.286, 0.244, 0.263, 0.252, 0.250]}

Best to worst by energy: three, two, one.

--- one ---
{"formula": "CH3IO2S2", "method": "ωB97M-V/def2-TZVPD", "lumo_energy_ev": [-1.44, -1.49], "multiplicity": 1, "gap_ev": [7.32, 7.24], "symbols": ["C", "O", "O", "S", "S", "I", "H", "H", "H"], "xyz": [[0.493, -0.225, -1.250], [0.186, 1.904, 2.199], [0.727, -1.988, 0.649], [-1.265, 2.094, 2.387], [-0.267, -1.650, -0.342], [-2.148, -0.583, 0.818], [0.607, 0.694, -0.698], [1.607, -0.401, -1.563], [0.060, 0.155, -2.200]], "nbo_charge": [-0.887, -0.715, -0.899, 0.679, 1.167, -0.104, 0.252, 0.259, 0.246]}

--- two ---
{"formula": "CH3IO2S2", "method": "ωB97M-V/def2-TZVPD", "lumo_energy_ev": [-1.51, -1.51], "multiplicity": 1, "gap_ev": [7.94, 7.94], "symbols": ["C", "O", "O", "S", "S", "I", "H", "H", "H"], "xyz": [[-1.678, -0.058, 0.636], [1.056, -0.018, -2.484], [-1.593, 0.669, -0.314], [1.167, -1.371, 0.220], [0.848, 0.571, -1.234], [2.661, 2.181, -0.739], [1.165, -1.116, 1.633], [-1.668, -1.191, 0.626], [-1.958, 0.333, 1.656]], "nbo_charge": [0.285, -0.851, -0.532, -0.386, 1.188, -0.103, 0.160, 0.133, 0.107]}

Best to worst by energy: two, one.

--- one ---
{"formula": "C3H14N2O2", "method": "ωB97M-V/def2-TZVPD", "lumo_energy_ev": [-3.70, -8.71], "multiplicity": 2, "s_squared": 0.754, "gap_ev": [9.63, 4.61], "charge": 1, "symbols": ["N", "C", "C", "C", "N", "H", "H", "H", "H", "H", "H", "H", "H", "H", "H", "H", "H", "O", "H", "H", "O"], "xyz": [[3.206, -0.980, -0.509], [2.142, -0.266, -1.129], [1.175, 0.298, -0.080], [0.047, 1.118, -0.680], [-0.827, 1.567, 0.407], [4.078, -1.160, -1.008], [2.935, -1.845, -0.025], [1.634, -1.123, -1.619], [2.510, 0.447, -1.859], [0.749, -0.567, 0.458], [1.708, 0.883, 0.683], [-0.519, 0.463, -1.339], [0.431, 1.940, -1.303], [-0.251, 1.898, 1.174], [-1.427, 2.327, 0.091], [-2.383, 0.861, 3.087], [-1.985, 0.492, 1.646], [-2.593, 0.257, 2.369], [-2.752, -1.062, -0.780], [-2.789, -2.481, -0.300], [-2.230, -1.874, -0.807]], "lowdin_spin": [0.709, 0.131, 0.043, 0.004, 0.005, 0.017, 0.015, 0.070, 0.000, 0.000, 0.002, 0.000, 0.000, 0.000, 0.000, 0.000, 0.000, 0.000, 0.000, 0.000, 0.000]}

--- two ---
{"formula": "C3H14N2O2", "method": "ωB97M-V/def2-TZVPD", "lumo_energy_ev": [-3.17, -8.19], "multiplicity": 2, "s_squared": 0.755, "gap_ev": [10.66, 5.58], "charge": 1, "symbols": ["N", "C", "C", "N", "C", "H", "H", "H", "H", "H", "H", "H", "H", "H", "H", "H", "H", "O", "H", "H", "O"], "xyz": [[-1.389, -2.253, 0.116], [-1.392, -0.815, -0.075], [-0.738, -0.026, 1.077], [0.398, 0.749, 0.483], [1.328, 1.491, 1.358], [-1.493, -2.750, -0.763], [-2.235, -2.573, 0.583], [-0.804, -0.568, -0.957], [-2.348, -0.366, -0.338], [-1.378, 0.740, 1.520], [-0.266, -0.739, 1.766], [0.009, 1.366, -0.241], [0.852, 2.245, 1.992], [1.885, 0.740, 1.918], [1.946, 2.071, 0.662], [1.467, -1.565, -0.683], [2.004, -0.486, 0.225], [2.299, -1.185, -0.359], [-0.307, 0.958, -3.351], [0.521, 1.675, -2.497], [-0.359, 1.292, -2.438]], "lowdin_spin": [0.012, 0.009, 0.068, 0.681, 0.067, 0.001, 0.000, 0.000, 0.001, 0.038, 0.004, 0.013, 0.037, 0.007, 0.003, 0.000, 0.002, 0.057, 0.000, 0.000, 0.001]}

Best to worst by energy: one, two.

--- one ---
{"formula": "C4H3NS", "method": "ωB97M-V/def2-TZVPD", "lumo_energy_ev": 0.04, "multiplicity": 1, "gap_ev": 8.63, "symbols": ["S", "C", "N", "C", "C", "C", "H", "H", "H"], "xyz": [[2.420, -0.678, -0.165], [1.777, 0.606, -0.807], [0.240, 1.143, -0.498], [-0.539, 0.311, 0.050], [-1.772, 0.011, 0.633], [-0.892, -0.976, 0.583], [2.275, 1.374, -1.556], [-2.637, 0.309, 1.065], [-0.873, -2.101, 0.696]], "nbo_charge": [0.055, -0.172, -0.538, 0.270, -0.152, -0.148, 0.215, 0.222, 0.248]}

--- two ---
{"formula": "C4H3NS", "method": "ωB97M-V/def2-TZVPD", "lumo_energy_ev": [-1.04, -1.04], "multiplicity": 1, "gap_ev": [7.44, 7.44], "symbols": ["C", "C", "C", "C", "S", "N", "H", "H", "H"], "xyz": [[-0.054, -1.245, 0.666], [-0.353, -0.111, -0.131], [-0.677, 0.349, -1.264], [-0.012, 1.371, -1.803], [0.468, 2.658, -0.555], [0.951, 1.722, 0.490], [-0.030, -1.067, 1.720], [0.752, -1.936, 0.367], [-1.045, -1.742, 0.510]], "nbo_charge": [-0.713, 0.238, -0.282, -0.145, 0.852, -0.716, 0.240, 0.250, 0.275]}

Best to worst by energy: one, two.